1.
86
Properties=species:S:1:pos:R:3:forces:R:3 method="wB97M-V/def2-TZVPD" lumo_ev="2.4 / 2.0" max_force_ha_per_bohr=0.0456 energy_ev=-61779.5425 relative_energy_kcal_mol=12.3 total_charge=-1 multiplicity=6
Ru -0.01789 -0.20915 0.09593 -1.728 0.325 -1.020
C 0.99948 1.91632 2.86477 0.009 -0.027 0.014
O 0.35233 1.87718 1.61221 -0.192 -0.066 0.051
C -0.70213 2.75106 1.42037 -0.099 0.060 -0.103
C -0.96756 3.78732 2.29376 0.061 0.032 0.099
C -2.02016 4.66935 2.06149 -0.065 0.036 -0.017
C -2.80155 4.49499 0.93106 0.062 0.064 0.136
C -2.54410 3.45833 0.05289 0.062 -0.046 0.003
C -1.49883 2.53759 0.26756 -0.296 0.218 -0.094
N -1.26137 1.47157 -0.56943 0.789 -0.525 0.129
N -2.08489 1.40226 -1.60154 -0.681 0.791 0.010
C -2.07163 0.49969 -2.58782 0.659 -0.660 0.019
C -1.09944 -0.54382 -2.79480 -0.562 0.464 -0.088
O -0.05262 -0.70928 -2.03544 0.330 -0.055 0.789
C -1.27139 -1.42016 -3.89344 -0.042 0.015 -0.034
C -2.31204 -1.31684 -4.77457 0.182 -0.193 -0.028
C -3.27710 -0.29365 -4.62934 -0.055 0.226 0.179
C -4.35553 -0.15840 -5.53079 -0.025 0.027 -0.028
C -5.26698 0.85557 -5.40420 -0.047 -0.079 -0.099
C -5.13245 1.78059 -4.35584 0.068 0.009 0.078
C -4.10526 1.65839 -3.45320 -0.154 0.069 -0.028
C -3.15361 0.62253 -3.55126 0.066 -0.139 -0.104
H 1.55579 2.84873 2.99522 0.005 -0.002 -0.005
H 1.69725 1.07985 2.87790 0.025 0.012 -0.016
H 0.28501 1.80269 3.68527 -0.005 -0.010 -0.009
H -0.35415 3.93140 3.17297 0.007 -0.027 -0.032
H -2.20977 5.47398 2.76010 -0.012 -0.001 -0.011
H -3.62574 5.17068 0.73459 0.005 -0.008 -0.033
H -3.15338 3.32236 -0.82531 -0.002 -0.044 -0.010
H -0.52220 -2.19686 -4.00017 -0.003 0.001 -0.024
H -2.39909 -2.01360 -5.60159 -0.028 0.004 0.014
H -4.44745 -0.88078 -6.33546 0.015 0.010 -0.004
H -6.08954 0.94415 -6.10456 0.020 -0.003 -0.008
H -5.84560 2.59139 -4.26371 0.013 0.000 0.045
H -4.00617 2.36109 -2.63986 0.009 0.011 0.011
C 2.97235 2.60870 -2.58191 -0.088 0.071 0.151
Sb 2.26650 1.19305 -1.06880 0.831 0.204 -0.586
C 2.93148 -0.45208 -2.28720 -0.014 0.040 0.213
C 4.09785 1.40903 0.20666 -0.290 -0.046 -0.076
C 5.09178 0.33549 -0.03136 0.049 -0.202 0.126
C 6.01165 0.47563 -1.07098 0.078 0.004 -0.034
C 6.86373 -0.54996 -1.44611 -0.048 -0.034 0.042
C 6.79443 -1.76582 -0.77645 0.075 -0.005 -0.115
C 5.92127 -1.91190 0.28408 -0.125 0.107 0.165
C 5.08199 -0.87095 0.71237 0.409 0.096 -0.488
C 4.23319 -1.06433 1.88243 -1.358 -0.124 0.063
Sb 1.90792 -1.41297 1.30686 2.068 -0.936 0.578
C 2.44656 -3.23308 0.26785 -0.193 0.211 0.110
C 1.54318 -2.42267 3.18494 -0.092 0.165 -0.035
H 3.19603 3.57170 -2.12112 -0.020 -0.007 -0.003
H 2.19841 2.75329 -3.33547 -0.010 -0.041 0.017
H 3.87020 2.21239 -3.05702 0.009 -0.033 0.024
H 4.01867 -0.48800 -2.31831 0.025 -0.011 -0.034
H 2.52886 -0.29824 -3.28717 -0.054 0.031 0.020
H 2.52717 -1.38321 -1.89907 -0.021 -0.012 -0.053
H 3.73853 1.43142 1.23422 0.012 0.073 0.013
H 4.49353 2.39010 -0.05813 -0.016 0.011 0.018
H 6.03943 1.41559 -1.61327 -0.031 -0.004 0.003
H 7.56132 -0.41198 -2.26266 -0.011 0.016 -0.003
H 7.42791 -2.59153 -1.07735 0.003 0.004 0.030
H 5.89053 -2.84935 0.82980 0.012 -0.003 -0.008
H 4.15049 -0.20269 2.54150 0.117 0.003 0.031
H 4.45777 -1.96807 2.44583 0.075 0.020 0.008
H 2.86152 -3.93306 0.99288 -0.023 -0.004 0.017
H 3.19652 -3.01676 -0.49064 -0.014 0.045 -0.006
H 1.56019 -3.65882 -0.19985 0.031 -0.022 -0.033
H 2.42433 -3.01429 3.43141 0.011 -0.003 -0.048
H 0.67775 -3.08130 3.10734 -0.019 0.048 -0.043
H 1.36753 -1.70333 3.98511 -0.031 -0.006 -0.016
C -1.64266 -1.27781 1.00107 0.304 -0.132 0.219
H -2.51955 -1.03186 0.39172 0.062 0.040 -0.102
H -1.51520 -2.36418 0.94959 -0.066 -0.046 0.081
C -1.88888 -0.82370 2.44721 -0.120 -0.135 -0.197
C -3.07527 -1.50610 3.08945 0.029 0.076 0.023
C -3.07143 -2.88423 3.30176 -0.032 0.005 0.049
C -4.15921 -3.52148 3.87656 0.019 -0.040 -0.003
C -5.27918 -2.79147 4.25284 -0.034 0.013 0.031
C -5.29858 -1.42150 4.04297 -0.014 0.003 0.018
C -4.20601 -0.78748 3.46547 -0.020 -0.014 -0.028
H -1.00046 -1.01981 3.05764 0.005 0.040 0.034
H -2.06014 0.25658 2.45415 0.060 0.027 0.078
H -2.20549 -3.46602 3.00668 0.022 0.019 -0.013
H -4.13608 -4.59406 4.02964 0.005 0.006 0.008
H -6.12900 -3.28656 4.70652 0.003 -0.007 -0.016
H -6.16729 -0.84135 4.33065 -0.001 -0.002 -0.017
H -4.23638 0.28249 3.29194 0.038 0.002 0.007

2.
86
Properties=species:S:1:pos:R:3:forces:R:3 method="wB97M-V/def2-TZVPD" lumo_ev="-2.8 / -3.9" max_force_ha_per_bohr=0.0169 energy_ev=-79350.9687 relative_energy_kcal_mol=0.0 total_charge=+1 multiplicity=2
Ru -1.33004 -0.08981 -1.28309 -0.835 -0.229 -0.049
C -3.11677 -2.23785 -4.99846 0.060 0.046 0.030
C -2.57373 -1.25754 -3.99662 -0.196 0.095 -0.416
S -2.03670 -1.84225 -2.52019 0.183 -0.173 0.035
C -2.48606 0.09834 -4.26293 -0.157 -0.252 -0.386
C -2.94447 0.68564 -5.56849 0.020 -0.035 0.070
S -1.85873 1.13823 -3.10185 0.120 0.577 0.321
H -3.27988 -3.21302 -4.54350 0.008 0.009 0.005
H -2.41451 -2.36355 -5.82635 -0.017 0.004 -0.002
H -4.06081 -1.88666 -5.41762 0.001 -0.004 0.016
H -4.03041 0.60739 -5.66051 0.010 -0.003 -0.005
H -2.50506 0.15159 -6.41280 0.005 0.007 0.008
H -2.67485 1.73760 -5.64100 0.002 -0.003 0.007
C 1.29873 -1.52943 0.71738 -0.130 -0.062 0.018
C 0.32578 -2.59142 1.27920 0.055 0.048 -0.119
C -0.84709 -2.87299 0.32810 0.132 0.075 0.157
Sb -2.92750 -3.04463 0.96580 -0.129 0.040 -0.135
C -3.23615 -0.89230 0.93429 -0.072 0.112 -0.030
C -3.07896 -0.08247 2.04712 -0.049 -0.103 -0.054
C -3.17374 1.30909 1.95960 0.046 0.038 0.034
C -3.36283 1.91712 0.74054 -0.032 0.011 -0.032
C -3.57578 1.12465 -0.39687 0.081 0.005 0.006
C -3.56712 -0.26785 -0.30243 0.136 -0.158 0.470
C -2.68937 -3.22153 3.07389 0.035 -0.003 0.174
C -1.61656 -3.90560 3.64403 -0.014 0.009 -0.015
C -1.51518 -4.04858 5.02244 -0.015 -0.008 -0.021
C -2.49270 -3.51626 5.84980 -0.019 0.010 0.005
C -3.58627 -2.86410 5.29453 0.018 -0.009 -0.011
C -3.68774 -2.72748 3.91642 0.038 -0.037 0.027
Sb 0.26448 0.34064 1.10201 0.446 -0.051 -0.339
C 1.37576 2.07658 0.50963 0.164 0.064 0.157
C 0.86338 2.80989 -0.55964 0.081 0.067 0.018
C 1.42253 4.02702 -0.93202 -0.024 -0.013 0.035
C 2.49218 4.54394 -0.21433 -0.003 0.019 0.002
C 2.99418 3.84162 0.87402 0.004 -0.015 -0.032
C 2.43858 2.62086 1.23434 0.019 -0.073 -0.060
C 0.88857 0.12020 3.12620 -0.365 0.171 0.275
C -0.03611 0.02204 4.16323 0.071 0.049 0.011
C 0.38122 -0.26843 5.45750 -0.016 0.012 -0.029
C 1.72792 -0.45014 5.72555 0.025 -0.006 0.006
C 2.65947 -0.34258 4.70009 -0.010 0.005 -0.005
C 2.24317 -0.06724 3.40596 -0.084 0.010 0.053
H 1.49288 -1.67831 -0.34172 -0.003 -0.071 -0.027
H 2.23633 -1.54895 1.26708 0.046 0.033 -0.042
H -0.02011 -2.27586 2.26762 0.000 -0.013 0.016
H 0.87956 -3.51789 1.44818 -0.014 -0.009 0.026
H -0.65930 -3.74994 -0.29219 0.078 0.004 -0.009
H -0.90235 -2.04456 -0.39527 0.034 -0.151 0.082
H -2.87915 -0.53471 3.00873 0.017 -0.019 0.024
H -3.05756 1.91242 2.85281 -0.012 -0.017 -0.012
H -3.40953 2.99560 0.66244 0.007 -0.015 -0.014
H -3.86982 1.59101 -1.32575 -0.007 0.032 -0.021
H -3.95927 -0.85692 -1.11771 -0.008 -0.055 -0.058
H -0.84948 -4.34443 3.01668 0.004 0.025 0.004
H -0.67414 -4.58216 5.44778 -0.012 0.018 -0.010
H -2.41313 -3.62422 6.92436 -0.006 -0.002 -0.025
H -4.36570 -2.46890 5.93425 0.009 -0.012 -0.015
H -4.55973 -2.23208 3.50207 0.014 0.016 -0.001
H 0.00486 2.44226 -1.11106 -0.096 -0.036 -0.031
H 1.00335 4.58242 -1.76329 0.009 -0.020 0.024
H 2.91953 5.50091 -0.48758 -0.010 -0.025 0.006
H 3.81504 4.24993 1.45092 -0.025 -0.013 -0.012
H 2.83685 2.10289 2.09680 -0.019 0.025 0.003
H -1.09196 0.16545 3.97470 0.017 -0.002 -0.015
H -0.35096 -0.35548 6.25058 0.017 0.000 -0.016
H 2.05569 -0.67862 6.73146 -0.002 0.009 -0.012
H 3.71301 -0.48435 4.90664 -0.019 0.007 -0.004
H 2.98452 -0.01343 2.61745 0.001 -0.016 0.014
N 0.51275 -0.23223 -2.12359 0.276 0.402 -0.085
C 1.38293 0.45153 -2.48957 0.113 -0.097 0.131
N 2.37584 1.18523 -2.87162 0.033 -0.118 -0.099
C 3.57159 1.37595 -2.02477 -0.010 -0.015 -0.115
C 4.81831 1.06430 -2.83968 -0.032 0.023 -0.012
C 4.83847 1.88492 -4.12981 -0.047 -0.018 0.030
C 3.57668 1.62838 -4.95410 0.022 0.018 0.042
C 2.33481 1.94515 -4.13552 0.053 -0.072 0.064
H 3.47489 0.74037 -1.14752 -0.009 -0.036 -0.002
H 3.57606 2.41728 -1.69067 -0.017 -0.008 0.020
H 4.83423 -0.00258 -3.07921 0.023 0.001 0.015
H 5.69730 1.27949 -2.23011 0.000 -0.010 -0.007
H 5.72677 1.64777 -4.71518 -0.006 0.001 0.006
H 4.89435 2.94960 -3.87794 0.025 -0.005 -0.020
H 3.54262 0.57965 -5.26094 -0.005 0.007 -0.038
H 3.57133 2.23869 -5.85807 0.002 -0.003 -0.003
H 1.41162 1.69858 -4.65600 -0.011 -0.033 -0.002
H 2.30920 3.00713 -3.87465 -0.022 0.029 0.002